[1]
DFT (wB97M-V/def2-TZVPD) results for a 11-piece molecular cluster, C4H31NO11 overall at a distorted geometry.

Last column: Mulliken charge in e.
Element x y z (Å)
C -0.270 -0.787 -3.161  -1.585
C -0.285 -0.772 -1.617  0.884
O 0.713 0.215 -1.181  -0.275
C -0.013 -2.034 -0.815  0.106
C 1.439 -2.468 -0.802  -1.416
N -0.722 -1.936 0.452  -0.406
H 0.703 -0.391 -3.440  0.420
H -1.005 -0.043 -3.489  0.358
H -0.461 -1.784 -3.568  0.372
H -1.220 -0.286 -1.308  -0.426
H 0.838 0.908 -1.855  0.228
H -0.550 -2.815 -1.374  0.476
H 1.911 -2.263 -1.768  0.368
H 1.527 -3.472 -0.370  0.399
H 2.066 -1.993 -0.026  0.122
H -0.345 -1.186 1.014  0.291
H -0.675 -2.790 1.003  0.257
O 2.822 0.077 1.870  -0.580
H 3.169 0.632 1.135  0.411
H 3.484 0.018 2.571  0.247
O -0.335 2.089 0.888  -0.841
H -0.027 1.489 0.184  0.494
H -0.900 1.623 1.515  0.413
O -2.541 1.444 -0.359  -0.663
H -1.828 1.657 0.253  0.145
H -2.432 2.020 -1.132  0.377
O 0.484 0.635 3.305  -0.625
H 0.896 0.550 2.436  0.300
H 0.799 1.502 3.607  0.281
O 1.351 2.854 -0.509  -0.702
H 1.661 3.745 -0.283  0.284
H 1.303 2.404 0.355  0.314
O -3.274 -1.612 -2.067  -0.644
H -2.846 -1.385 -1.237  0.335
H -3.593 -0.731 -2.337  0.325
O 3.489 1.070 -0.487  -0.726
H 3.083 0.467 -1.111  0.289
H 3.135 1.958 -0.432  0.359
O -1.268 3.501 -1.551  -0.708
H -0.391 3.277 -1.193  0.399
H -1.641 4.113 -0.912  0.321
O -2.339 -0.505 2.113  -0.735
H -2.594 0.069 1.379  0.337
H -1.900 -1.178 1.554  0.464
O 0.345 -3.194 2.677  -0.611
H 0.974 -3.769 3.104  0.260
H -0.072 -2.536 3.252  0.305

Values from the calculation:
* frontier orbital gap: 9.431 eV
* E_LUMO: -0.003 hartree
* energy above the lowest of the compared OMol25 structures with the same formula, charge and spin: 62.4 kcal/mol
* F_max: 0.036 Eh/bohr
* structure (SMILES): C[C@H](O)[C@@H](C)N.O.O.O.O.O.O.O.O.O.O

---

[2]
DFT (wB97M-V/def2-TZVPD) results for a 11-piece molecular cluster, C4H31NO12 overall at a distorted geometry.

Last column: Mulliken charge in e.
Element x y z (Å)
N -0.801 -0.903 -1.065  -0.610
C -1.779 -0.061 -0.339  1.552
C -3.163 -0.613 -0.686  -0.641
O -3.493 -1.842 -0.062  -0.524
C -1.716 1.367 -0.769  -0.490
C -0.879 2.401 0.223  -0.557
O -0.673 1.703 1.365  -0.525
H 0.153 -0.599 -1.073  0.056
H -0.930 -0.947 -2.088  0.389
H -1.558 -0.206 0.820  -0.398
H -3.267 -0.943 -1.868  0.182
H -3.978 0.065 -0.251  0.263
H -3.124 -2.649 -0.501  0.316
H -2.762 1.846 -0.489  0.224
H -1.505 1.439 -1.816  0.132
H -1.399 3.377 0.377  0.551
H 0.081 2.625 -0.101  -0.021
H -1.243 2.112 2.078  0.331
O 1.783 0.719 0.276  -0.456
H 0.907 0.760 0.510  0.258
H 2.308 0.253 0.816  0.155
O 4.013 -2.816 0.117  -0.613
H 3.419 -3.574 -0.230  0.329
H 4.406 -3.009 0.907  0.289
O -0.633 -4.034 1.748  -0.517
H 0.236 -3.783 1.685  0.226
H -0.646 -4.910 1.989  0.256
O 0.309 0.480 -3.051  -0.601
H -0.299 0.990 -3.513  0.311
H 0.860 0.840 -2.485  0.202
O 4.418 0.452 -1.682  -0.572
H 4.283 0.592 -0.651  0.285
H 3.748 -0.106 -1.904  0.288
O -0.796 -1.159 3.170  -0.645
H -0.524 -1.647 2.388  0.355
H -0.412 -0.276 2.981  0.307
O -3.506 -1.489 3.719  -0.610
H -3.474 -0.555 3.733  0.268
H -2.818 -1.889 3.109  0.335
O 2.573 3.392 -0.878  -0.666
H 2.945 2.740 -0.281  0.267
H 3.344 4.059 -1.189  0.286
O 1.017 -2.009 1.201  -0.793
H 0.316 -1.858 0.598  0.483
H 1.708 -1.562 0.828  0.256
O 0.708 3.493 -2.754  -0.596
H 1.384 3.357 -2.056  0.414
H 0.459 4.376 -2.857  0.269

Values from the calculation:
* frontier orbital gap: 9.121 eV
* E_LUMO: -0.005 hartree
* energy above the lowest of the compared OMol25 structures with the same formula, charge and spin: 137.0 kcal/mol
* F_max: 0.138 Eh/bohr
* structure (SMILES): N[C@H](CO)CCO.O.O.O.O.O.O.O.O.O.O

---

[3]
DFT (wB97M-V/def2-TZVPD) results for a 17-piece molecular cluster, C4H32BO24 overall at a distorted geometry.

Last column: Mulliken charge in e.
Element x y z (Å)
O 2.485 2.432 1.353  -0.671
C 1.781 1.708 0.740  0.181
O 0.615 1.217 1.203  -1.197
B -0.064 0.465 0.122  1.161
O 0.949 0.379 -0.949  0.209
C 2.034 1.038 -0.611  0.623
O 3.021 1.210 -1.272  -0.602
O -1.376 0.997 -0.269  -0.366
C -2.309 0.091 -0.151  0.403
O -3.463 0.295 -0.401  -0.686
C -1.638 -1.195 0.390  0.997
O -0.382 -0.935 0.509  0.282
O -2.168 -2.252 0.652  -0.931
O 0.454 -4.630 -0.687  -0.653
H -0.007 -4.414 0.138  0.389
H 1.332 -4.252 -0.573  0.298
O -3.275 2.817 -2.610  -0.646
H -3.849 2.373 -1.973  0.318
H -2.688 2.120 -2.929  0.342
O 2.439 -1.892 2.277  -0.722
H 1.777 -1.190 2.201  0.293
H 1.945 -2.712 2.134  0.321
O -4.399 -1.409 2.474  -0.627
H -4.077 -1.895 1.700  0.311
H -4.253 -2.009 3.214  0.286
O 3.615 1.172 -4.357  -0.609
H 3.792 0.269 -4.083  0.272
H 3.143 1.559 -3.608  0.346
O -0.444 3.399 -2.572  -0.652
H -0.990 3.174 -1.806  0.302
H -0.336 4.353 -2.522  0.269
O -6.020 -1.253 -0.370  -0.648
H -6.714 -0.903 0.197  0.281
H -5.200 -1.082 0.112  0.338
O 1.734 -1.364 -3.093  -0.488
H 1.010 -1.999 -3.022  0.255
H 2.356 -1.770 -3.707  0.212
O 2.812 3.398 4.082  -0.640
H 3.278 2.556 4.113  0.295
H 2.614 3.522 3.145  0.399
O -3.868 -0.664 -2.907  -0.609
H -4.240 -0.456 -2.038  0.349
H -4.486 -1.294 -3.292  0.283
O -1.285 2.770 2.952  -0.634
H -0.746 2.002 2.702  0.212
H -2.195 2.485 2.827  0.324
O 0.363 1.032 -3.937  -0.675
H 1.073 0.537 -3.493  0.323
H 0.114 1.741 -3.322  0.377
O 5.704 0.818 -0.449  -0.621
H 5.121 0.521 0.268  0.341
H 5.515 0.217 -1.175  0.307
O -0.260 -3.784 1.963  -0.771
H -0.920 -3.198 1.512  0.301
H -0.332 -3.574 2.900  0.285
O -0.829 -0.031 3.328  -0.536
H -1.767 0.105 3.134  0.277
H -0.771 -0.952 3.603  0.225
O 4.863 -0.189 2.183  -0.647
H 3.972 -0.531 2.026  0.342
H 5.436 -0.946 2.021  0.305

Values from the calculation:
* frontier orbital gap: 9.337 eV
* E_LUMO: 0.059 hartree
* charge: -1
* energy above the lowest of the compared OMol25 structures with the same formula, charge and spin: 34.7 kcal/mol
* F_max: 0.030 Eh/bohr

---

[4]
DFT (wB97M-V/def2-TZVPD) results for a 12-piece molecular cluster, C4H32N2O13 overall at a distorted geometry.

Last column: Löwdin spin population.
Element x y z (Å)
O -0.593 -0.684 1.621  0.253
C 0.024 0.197 1.031  0.023
N 0.295 0.036 -0.350  0.070
C -0.516 -0.852 -1.064  0.040
N -0.679 -2.211 -0.577  0.510
C 0.559 1.432 1.744  0.033
C 0.393 1.337 3.300  0.006
O -0.325 2.447 3.761  0.013
H 0.497 1.005 -0.800  -0.001
H -0.184 -1.060 -2.072  0.026
H -1.627 -0.573 -1.023  0.000
H -1.353 -2.125 0.230  0.009
H 0.164 -2.692 -0.404  0.011
H 1.615 1.491 1.425  0.001
H -0.030 2.313 1.208  -0.001
H 1.408 1.409 3.972  0.000
H -0.091 0.331 3.432  0.001
H -1.124 2.701 3.381  0.000
H -0.188 4.037 -0.105  0.000
H -0.796 4.651 1.125  0.000
O -0.034 4.596 0.622  0.000
H 2.629 0.397 -2.290  0.000
H 2.386 -0.389 -3.648  0.000
O 1.898 0.082 -2.975  0.000
H -3.192 2.468 -1.044  0.000
H -1.677 2.059 -0.895  0.000
O -2.268 2.699 -0.780  0.000
H -2.243 -1.701 -3.014  0.000
H -3.595 -1.278 -3.382  0.000
O -3.045 -1.939 -2.914  0.003
H -3.330 -0.386 -0.856  0.000
H -3.175 0.026 0.584  0.000
O -3.092 0.430 -0.390  0.000
H -1.343 -4.446 1.811  0.000
H -0.918 -3.054 2.030  -0.001
O -0.975 -3.871 2.512  -0.001
H 0.225 0.029 -3.767  0.000
H -0.839 0.901 -4.448  0.000
O -0.657 0.046 -4.009  0.004
H 3.179 -2.823 1.238  0.000
H 3.741 -1.644 2.003  0.000
O 3.221 -1.835 1.310  0.000
H 1.739 -3.394 2.581  0.000
H 0.755 -4.163 1.850  0.000
O 1.626 -3.809 1.719  0.000
H 2.775 0.141 -0.454  0.000
H 3.552 -1.068 -0.278  0.000
O 3.560 -0.230 -0.694  0.000
H 1.032 1.819 -2.173  0.000
H 0.381 3.206 -2.634  0.000
O 0.628 2.612 -1.927  -0.001

Values from the calculation:
* frontier orbital gap (alpha / beta): 10.458 / 5.030 eV
* E_LUMO (alpha / beta): -0.111 / -0.307 hartree
* charge: +1
* 2S+1: 2
* ⟨S²⟩: 0.759
* energy above the lowest of the compared OMol25 structures with the same formula, charge and spin: 125.7 kcal/mol
* F_max: 0.189 Eh/bohr